# 1
C5H7NO | ωB97M-V with the def2-TZVPD basis set

Each line ends with the natural charge from an NBO analysis.
Element x y z (Å)
C (-1.9537, 0.2049, -0.3045)  -0.63
C (-0.4926, -0.0757, 0.0837)  -0.16
C (-0.1766, -1.4933, 0.3963)  0.41
O (0.9685, -1.8706, 0.5525)  -0.56
C (0.3019, 1.0052, 0.6844)  -0.34
C (1.1166, 0.4443, -0.1393)  0.32
N (2.3422, 0.4733, -0.7326)  -0.81
H (-2.5272, 0.4097, 0.6233)  0.22
H (-2.4174, -0.6670, -0.7794)  0.21
H (-2.0749, 1.0889, -0.9356)  0.23
H (-0.9939, -2.2405, 0.3594)  0.12
H (0.1658, 1.9220, 1.2159)  0.22
H (2.8374, -0.4144, -0.7089)  0.40
H (2.9038, 1.2131, -0.3152)  0.38

Force components x, y, z for each atom (eV/Å):
0.291 -0.072 -0.288
0.328 -0.077 -0.065
0.404 -0.207 0.264
-0.477 -0.538 0.261
0.463 0.173 0.025
-0.615 0.704 -0.019
-0.285 -0.030 -0.132
0.427 -0.132 -0.333
0.030 0.249 -0.095
0.102 -0.202 -0.064
-0.059 0.153 0.121
-0.231 -0.002 0.718
-0.320 0.122 -0.059
-0.059 -0.142 -0.335

Results
- E_tot: -8832.2651 eV
- Gap between HOMO and LUMO: 9.16 eV
- Spin multiplicity: 1
- SMILES: C[C@]1(C=O)C=C1N
- Maximum force: 0.935 eV/Å
- Relative energy (zero: lowest compared OMol25 entry of this formula, charge and spin): 379.9 kJ/mol


# 2
C5H7NO | ωB97M-V with the def2-TZVPD basis set

Each line ends with the natural charge from an NBO analysis.
Element x y z (Å)
C (-1.6952, 0.3776, 0.5940)  -0.63
C (-0.4579, -0.4723, 0.3073)  -0.11
C (-0.2602, -1.7675, -0.1797)  0.07
O (0.9426, -1.8394, -0.8177)  -0.41
C (1.5177, -0.6252, -0.7604)  0.07
C (0.7458, 0.2321, -0.0489)  0.04
N (0.9333, 1.5970, 0.3035)  -0.85
H (-2.5591, -0.2751, 0.5824)  0.21
H (-1.8097, 1.0952, -0.2384)  0.22
H (-1.7575, 1.0036, 1.4987)  0.23
H (-0.6751, -2.7845, -0.2230)  0.21
H (2.4377, -0.5153, -1.3095)  0.20
H (0.8635, 2.2378, -0.4756)  0.37
H (1.7978, 1.7725, 0.7981)  0.38

Force components x, y, z for each atom (eV/Å):
-0.168 -0.483 -0.068
-0.123 -0.410 -0.843
-0.046 0.540 0.224
0.156 0.151 0.142
0.302 0.288 0.121
-0.012 -0.143 -0.170
0.141 0.140 -0.055
-0.350 -0.017 0.045
0.064 -0.390 0.236
0.599 -0.579 -0.125
-0.647 1.065 0.435
0.098 0.028 0.180
0.026 -0.091 -0.023
-0.040 -0.099 -0.098

Results
- E_tot: -8834.7572 eV
- Gap between HOMO and LUMO: 9.47 eV
- Spin multiplicity: 1
- SMILES: Cc1cocc1N
- Maximum force: 1.319 eV/Å
- Relative energy (zero: lowest compared OMol25 entry of this formula, charge and spin): 139.5 kJ/mol


# 3
C5H7NO | ωB97M-V with the def2-TZVPD basis set

Each line ends with the natural charge from an NBO analysis.
Element x y z (Å)
N (-0.7488, 2.9620, 1.0041)  -0.33
C (-0.1622, 2.2118, 0.3485)  0.30
C (0.5135, 1.1941, -0.4651)  -0.52
C (-0.1559, -0.1371, -0.1912)  0.24
O (-1.5336, -0.0547, -0.4743)  -0.71
C (0.3376, -1.4870, -0.5757)  -0.44
C (0.3011, -1.0846, 0.8800)  -0.44
H (1.5851, 1.1946, -0.2428)  0.25
H (0.3873, 1.4503, -1.5229)  0.26
H (-2.0488, -0.1626, 0.3311)  0.48
H (-0.5763, -1.9566, -0.9269)  0.24
H (1.2725, -1.7184, -1.0778)  0.22
H (1.2539, -0.8734, 1.3656)  0.22
H (-0.4254, -1.5382, 1.5474)  0.22

Force components x, y, z for each atom (eV/Å):
0.630 -0.671 -0.604
-0.452 0.752 0.584
0.018 -0.028 -0.044
0.003 0.005 -0.017
-0.205 0.209 0.269
0.002 -0.021 -0.253
-0.118 0.043 0.159
-0.166 -0.110 0.014
0.004 0.003 0.148
0.050 0.219 0.069
0.608 -0.697 -0.070
-0.144 0.196 0.105
-0.213 0.033 -0.219
-0.017 0.065 -0.141

Results
- E_tot: -8834.5300 eV
- Gap between HOMO and LUMO: 11.28 eV
- Spin multiplicity: 1
- SMILES: N#CCC1(O)CC1
- Maximum force: 1.101 eV/Å
- Relative energy (zero: lowest compared OMol25 entry of this formula, charge and spin): 161.4 kJ/mol


# 4
C5H7NO | ωB97M-V with the def2-TZVPD basis set

Each line ends with the natural charge from an NBO analysis.
Element x y z (Å)
C (-0.0641, 1.8650, -0.1123)  -0.34
C (-0.9727, 0.9987, -0.5415)  -0.20
C (-1.2341, -0.3025, 0.1888)  -0.52
C (-0.3039, -1.3101, -0.4489)  0.22
N (0.9198, -1.5381, -0.2280)  -0.47
C (1.8575, -0.9875, 0.6234)  0.51
O (2.3066, 0.1361, 0.5764)  -0.56
H (0.4758, 1.6917, 0.8125)  0.21
H (0.2428, 2.7244, -0.6966)  0.20
H (-1.4780, 1.1374, -1.4948)  0.20
H (-1.0559, -0.1806, 1.2615)  0.23
H (-2.2680, -0.6396, 0.0520)  0.22
H (-0.7361, -1.8591, -1.2902)  0.18
H (2.2971, -1.7510, 1.2864)  0.12

Force components x, y, z for each atom (eV/Å):
-0.099 -0.088 -0.111
0.130 0.244 0.042
0.054 -0.029 0.114
0.255 -0.083 -0.041
-0.239 0.051 -0.116
0.082 0.199 0.126
-0.204 -0.410 -0.091
-0.071 0.068 -0.099
-0.216 0.029 0.055
0.068 0.015 0.102
0.160 -0.056 -0.147
0.188 0.063 0.030
0.026 -0.012 0.050
-0.135 0.009 0.086

Results
- E_tot: -8834.3767 eV
- Gap between HOMO and LUMO: 9.90 eV
- Spin multiplicity: 1
- SMILES: C=CC/C=N\C=O
- Maximum force: 0.467 eV/Å
- Relative energy (zero: lowest compared OMol25 entry of this formula, charge and spin): 176.2 kJ/mol


# 5
C5H7NO | ωB97M-V with the def2-TZVPD basis set

Each line ends with the natural charge from an NBO analysis.
Element x y z (Å)
O (0.3950, -1.1180, -1.2531)  -0.70
C (0.3386, -0.2763, -0.1368)  0.15
C (0.0208, 1.2843, -0.7058)  -0.53
C (-1.4263, 1.2128, -0.5976)  0.28
N (-2.0747, 0.3977, 0.0129)  -0.42
C (1.4145, -0.4780, 0.7405)  -0.33
C (-0.8354, -0.5818, 0.7640)  -0.27
H (-0.4622, -1.0629, -1.6989)  0.48
H (0.4357, 2.0685, -0.0644)  0.24
H (0.4375, 1.3631, -1.7125)  0.25
H (2.2092, -1.1761, 0.4982)  0.21
H (1.5083, 0.1365, 1.6288)  0.19
H (-0.8189, -0.1423, 1.7590)  0.22
H (-1.1421, -1.6275, 0.7657)  0.23

Force components x, y, z for each atom (eV/Å):
-0.151 -0.098 -0.167
-0.780 0.737 -0.156
0.637 -0.614 0.303
-0.478 0.023 -0.022
0.449 -0.354 0.227
1.440 -0.050 0.413
-1.098 0.503 -0.431
0.154 -0.079 0.022
-0.078 -0.146 -0.074
-0.118 0.010 0.162
-0.096 0.093 0.049
-0.026 -0.109 -0.154
0.115 -0.074 -0.142
0.031 0.157 -0.030

Results
- E_tot: -8831.3075 eV
- Gap between HOMO and LUMO (spin up / spin down): 8.05 / 7.93 eV
- Spin multiplicity: 1
- Maximum force: 1.499 eV/Å
- Relative energy (zero: lowest compared OMol25 entry of this formula, charge and spin): 472.3 kJ/mol


# 6
C5H7NO | ωB97M-V with the def2-TZVPD basis set

Each line ends with the natural charge from an NBO analysis.
Element x y z (Å)
C (-1.9196, 0.4727, 0.5116)  -0.15
C (-0.4862, 0.3905, -0.0093)  0.14
C (-0.9929, 0.2564, 1.4119)  -0.16
C (1.5122, -1.1944, -0.3505)  -0.60
C (0.3130, -0.4820, -0.9729)  -0.44
N (-0.0815, 2.6525, 0.7002)  -0.06
O (0.1129, 1.8438, -0.1565)  -0.27
H (-2.8594, 0.6757, 0.2611)  0.21
H (2.0134, -1.5866, -1.1762)  0.22
H (1.2331, -1.9327, 0.3964)  0.21
H (2.0010, -0.4266, 0.1640)  0.21
H (-0.4872, -1.1384, -1.4186)  0.21
H (0.4008, 0.2457, -1.7927)  0.23
H (-0.7597, 0.2234, 2.4315)  0.23

Force components x, y, z for each atom (eV/Å):
5.754 -1.405 0.452
-1.752 0.125 2.699
-0.497 0.183 -2.741
-2.312 0.789 -0.268
-3.578 0.112 0.133
-0.392 1.412 1.794
0.888 -1.050 -2.318
-3.621 0.744 -0.906
1.530 -0.916 -0.804
-0.226 -0.225 -0.269
1.563 0.930 0.623
1.024 -0.072 0.509
1.294 -0.395 0.000
0.325 -0.232 1.096

Results
- E_tot: -8828.7470 eV
- Gap between HOMO and LUMO (spin up / spin down): 8.52 / 8.53 eV
- Spin multiplicity: 1
- Maximum force: 5.940 eV/Å
- Relative energy (zero: lowest compared OMol25 entry of this formula, charge and spin): 719.4 kJ/mol


# 7
C5H7NO | ωB97M-V with the def2-TZVPD basis set

Each line ends with the natural charge from an NBO analysis.
Element x y z (Å)
C (-1.0332, -2.3167, -0.1242)  -0.68
C (-0.0752, -1.1321, -0.0641)  0.48
C (-0.5546, 0.1871, -0.1250)  -0.46
C (0.5039, 1.0632, 0.1085)  0.10
N (0.6900, 2.4724, 0.1558)  -0.84
C (1.7513, 0.6114, 0.3854)  0.02
O (1.1905, -1.2672, 0.0993)  -0.54
H (-0.5329, -3.2503, -0.3921)  0.23
H (-1.8343, -2.1237, -0.8516)  0.23
H (-1.5227, -2.4593, 0.8480)  0.24
H (-1.5917, 0.4627, -0.2547)  0.22
H (0.4195, 2.9262, 1.0128)  0.39
H (0.4497, 2.9733, -0.6828)  0.38
H (2.5939, 0.8500, -0.2669)  0.21

Force components x, y, z for each atom (eV/Å):
0.255 0.079 0.046
-0.073 0.567 0.026
-0.036 0.115 0.046
0.442 0.131 0.087
-0.419 0.442 -0.113
-0.667 -2.729 -0.700
0.260 1.479 0.119
0.068 0.224 0.046
0.312 0.057 0.164
0.206 0.071 -0.125
0.092 -0.001 0.038
-0.140 0.021 -0.105
-0.320 0.081 0.059
0.019 -0.536 0.412

Results
- E_tot: -8832.6685 eV
- Gap between HOMO and LUMO: 9.15 eV
- Spin multiplicity: 1
- Maximum force: 2.895 eV/Å
- Relative energy (zero: lowest compared OMol25 entry of this formula, charge and spin): 341.0 kJ/mol


# 8
C5H7NO | ωB97M-V with the def2-TZVPD basis set

Each line ends with the natural charge from an NBO analysis.
Element x y z (Å)
C (-0.8453, -0.8253, 1.1576)  -0.69
C (-0.2662, 0.4945, 0.7624)  0.01
C (0.9103, 0.6968, 0.1399)  -0.44
C (1.8304, -0.3835, -0.2672)  0.38
O (1.6628, -1.5634, -0.0306)  -0.52
C (-2.1834, 0.7048, -1.8750)  0.29
N (-1.0232, 0.7503, -2.0771)  -0.76
H (-1.0633, -1.4307, 0.2695)  0.25
H (-1.7675, -0.7035, 1.7304)  0.22
H (-0.1143, -1.3967, 1.7330)  0.25
H (-0.8813, 1.3721, 0.9608)  0.21
H (-0.1123, 0.7371, -1.6307)  0.44
H (1.2222, 1.7132, -0.0967)  0.22
H (2.7161, -0.0511, -0.8474)  0.12

Force components x, y, z for each atom (eV/Å):
0.014 0.032 0.039
0.197 -0.019 0.029
0.057 -0.023 0.415
-0.038 -0.336 0.136
0.071 0.479 -0.138
0.877 0.055 -0.580
-1.153 -0.070 0.479
0.046 0.094 0.074
0.160 0.022 -0.095
-0.100 -0.010 -0.029
0.152 -0.085 -0.002
-0.222 0.030 -0.463
-0.022 -0.121 0.037
-0.040 -0.047 0.099

Results
- E_tot: -8833.4373 eV
- Gap between HOMO and LUMO: 9.81 eV
- Spin multiplicity: 1
- Maximum force: 1.251 eV/Å
- Relative energy (zero: lowest compared OMol25 entry of this formula, charge and spin): 266.8 kJ/mol


# 9
C5H7NO | ωB97M-V with the def2-TZVPD basis set

Each line ends with the natural charge from an NBO analysis.
Element x y z (Å)
C (-1.0884, -0.0571, -1.0755)  -0.29
C (-1.0997, -1.1000, -0.2171)  -0.13
C (-0.4674, -0.8830, 1.1615)  -0.49
C (0.9928, -0.4833, 1.0373)  -0.07
O (1.3435, 0.1056, -0.1499)  -0.41
N (0.7319, 1.3602, -0.3289)  -0.11
C (-0.4744, 1.2291, -0.7552)  0.03
H (-1.6478, -0.0933, -2.0158)  0.22
H (-1.6928, -1.9013, -0.5899)  0.22
H (-1.0340, 0.1365, 1.3843)  0.22
H (-0.5196, -1.6662, 1.8679)  0.23
H (1.2816, 0.2580, 1.8154)  0.18
H (1.5807, -1.4198, 1.1191)  0.19
H (-1.0171, 2.0862, -0.9854)  0.20

Force components x, y, z for each atom (eV/Å):
-0.513 -0.672 0.362
0.439 1.543 -0.578
-1.598 3.388 -1.920
0.727 -0.362 1.421
0.573 0.049 -1.832
-1.045 0.408 0.350
1.800 -1.798 -0.084
0.178 -0.108 0.316
-0.085 -1.099 0.464
0.965 -2.359 0.829
-0.735 -0.605 0.831
-0.259 -0.826 0.227
0.151 0.720 -0.106
-0.597 1.722 -0.279

Results
- E_tot: -8832.5787 eV
- Gap between HOMO and LUMO: 10.11 eV
- Spin multiplicity: 1
- SMILES: C1=CCCON=C1
- Maximum force: 4.210 eV/Å
- Relative energy (zero: lowest compared OMol25 entry of this formula, charge and spin): 349.7 kJ/mol